Entry 1:
The following is a quantum chemistry calculation of a 13-piece molecular cluster, C26H78O13 overall at a distorted geometry, from the OMol25 dataset.

Properties
molar mass: 598.90 g/mol
E_HOMO: -9.93 eV
gap between HOMO and LUMO: 10.1 eV
LUMO energy: 0.139 eV
charge: 0
energy relative to the best compared isomer or geometry (same formula, charge and spin): 116.0 kcal/mol

Positions of all 117 atoms, in Å:
C (-2.44806, -4.17546, 3.43288)
C (-2.30448, -2.75340, 3.88979)
O (-1.34080, -2.62630, 4.89411)
H (-1.46505, -4.61653, 3.26778)
H (-2.95297, -4.18842, 2.46696)
H (-2.93722, -4.79359, 4.18570)
H (-3.23074, -2.42037, 4.35802)
H (-2.09998, -2.07796, 3.05910)
H (-1.81413, -2.79656, 5.71177)
C (6.08745, 7.52999, -2.96593)
C (5.71962, 6.05558, -3.06927)
O (6.64835, 5.32353, -2.29032)
H (5.34317, 8.15284, -3.46211)
H (6.97817, 7.70591, -3.56907)
H (6.09873, 7.85817, -1.92656)
H (5.72131, 5.63956, -4.07675)
H (4.71269, 5.92040, -2.67439)
H (6.29247, 4.43660, -2.19928)
C (-7.95481, -1.56443, 2.76972)
C (-7.50481, -2.62757, 1.74334)
O (-6.51722, -2.02741, 0.91678)
H (-8.49667, -0.76061, 2.27137)
H (-7.21209, -1.06869, 3.39479)
H (-8.58497, -2.09258, 3.48530)
H (-8.36677, -3.04451, 1.22249)
H (-7.08565, -3.47950, 2.27871)
H (-6.18440, -2.73127, 0.35516)
C (3.11569, 7.69996, 1.56289)
C (3.23519, 6.22701, 1.75658)
O (2.20757, 5.66851, 1.07052)
H (2.21121, 8.19466, 1.91684)
H (3.15283, 7.95095, 0.50282)
H (3.94089, 8.20419, 2.06576)
H (3.27205, 5.90644, 2.79772)
H (4.19587, 5.86442, 1.39093)
H (1.42244, 6.07819, 1.44113)
C (1.50328, -2.76791, -6.82779)
C (0.93951, -2.84097, -8.22776)
O (1.52081, -2.04582, -9.23919)
H (1.50921, -1.75469, -6.42597)
H (2.57065, -2.96767, -6.73330)
H (0.95732, -3.43301, -6.15872)
H (-0.12630, -2.62256, -8.16111)
H (0.95483, -3.87286, -8.57857)
H (1.11098, -2.30229, -10.06858)
C (-4.17269, -0.51130, -4.69604)
C (-4.91832, -1.27047, -5.76806)
O (-4.64020, -2.62027, -5.70597)
H (-4.35783, -0.88734, -3.68984)
H (-4.38121, 0.55813, -4.72639)
H (-3.09899, -0.60950, -4.85608)
H (-4.62482, -0.90945, -6.75377)
H (-5.98012, -1.04560, -5.66748)
H (-5.06682, -3.04059, -6.45625)
C (4.64915, 0.64960, 3.76349)
C (3.30248, 0.00356, 3.47337)
O (3.03962, -0.75690, 4.60067)
H (4.57256, 1.26836, 4.65755)
H (4.93221, 1.34194, 2.97062)
H (5.40942, -0.11179, 3.93772)
H (3.25378, -0.46883, 2.49225)
H (2.54425, 0.78223, 3.39066)
H (2.13778, -1.07991, 4.53787)
C (-5.65253, 4.11085, 2.19222)
C (-4.87129, 2.81005, 2.06514)
O (-5.24760, 2.17016, 0.85240)
H (-5.41727, 4.84289, 1.41966)
H (-5.56947, 4.68282, 3.11636)
H (-6.72107, 3.92012, 2.09246)
H (-5.09144, 2.17296, 2.92174)
H (-3.78545, 2.89133, 2.11450)
H (-5.23951, 1.21389, 0.93656)
C (-0.35509, -0.40417, -0.69705)
C (-0.28869, 1.09539, -0.44776)
O (0.98986, 1.57838, -0.90980)
H (-0.16730, -0.61358, -1.75014)
H (-1.27528, -0.88849, -0.37027)
H (0.40338, -0.91946, -0.10773)
H (-0.47395, 1.38024, 0.58792)
H (-1.10469, 1.60807, -0.95709)
H (1.10739, 2.44735, -0.51908)
C (-0.21604, 3.76121, 5.59227)
C (-1.61235, 3.88172, 6.20075)
O (-2.19012, 5.03282, 5.61920)
H (0.43306, 3.08868, 6.15304)
H (0.31056, 4.71525, 5.61700)
H (-0.18391, 3.43455, 4.55286)
H (-1.65219, 4.14209, 7.25844)
H (-2.29955, 3.03863, 6.12967)
H (-2.93818, 5.20254, 6.19642)
C (-1.97677, -5.82637, -2.07040)
C (-3.46821, -6.01809, -1.90972)
O (-4.18270, -4.81028, -2.15299)
H (-1.40522, -6.69095, -1.73282)
H (-1.64326, -4.97828, -1.47240)
H (-1.79004, -5.60675, -3.12159)
H (-3.61387, -6.34922, -0.88150)
H (-3.88220, -6.83612, -2.49924)
H (-4.19324, -4.67451, -3.10328)
C (4.31423, -5.47140, 1.13874)
C (2.97934, -5.99046, 0.57145)
O (3.14895, -7.36053, 0.14709)
H (5.10904, -5.67566, 0.42134)
H (4.56148, -5.86171, 2.12597)
H (4.35576, -4.38886, 1.25914)
H (2.77666, -5.32663, -0.26900)
H (2.13513, -5.87356, 1.25097)
H (3.19144, -7.89902, 0.94071)
C (7.33234, -0.36841, -0.94628)
C (5.88964, -0.45164, -1.52736)
O (5.50737, 0.82643, -1.87740)
H (7.63067, -1.34179, -0.55689)
H (7.34828, 0.34149, -0.11931)
H (8.06133, -0.03561, -1.68513)
H (5.15259, -0.76543, -0.78817)
H (5.80200, -1.11036, -2.39136)
H (4.57257, 0.89157, -1.66885)

---

Entry 2:
The following is a quantum chemistry calculation of a 2-piece molecular cluster, C5H13NO overall at a distorted geometry, from the OMol25 dataset.

Properties
SMILES: CNC=O.CCC
molar mass: 103.16 g/mol
E_HOMO: -9.82 eV
gap between HOMO and LUMO: 10.7 eV
LUMO energy: 0.854 eV
charge: 0
energy relative to the best compared isomer or geometry (same formula, charge and spin): 11.4 kcal/mol

Positions of all 20 atoms, in Å:
C (0.12404, 0.19929, 2.79025)
N (0.42785, -0.70411, 1.70371)
C (1.61153, -0.65197, 1.02204)
O (2.46491, 0.18323, 1.18783)
H (0.08513, -0.33693, 3.73972)
H (-0.83144, 0.69651, 2.61018)
H (0.90173, 0.96047, 2.82084)
H (-0.18577, -1.49170, 1.56411)
H (1.69411, -1.47189, 0.28481)
C (-1.39712, -0.65819, -1.21527)
C (-0.62061, 0.65309, -1.15963)
C (0.29904, 0.81379, -2.36154)
H (-2.02490, -0.69833, -2.10420)
H (-0.70769, -1.50144, -1.22578)
H (-2.04237, -0.75633, -0.34314)
H (-1.32890, 1.48640, -1.13273)
H (-0.06437, 0.71917, -0.17775)
H (-0.26541, 0.75693, -3.29169)
H (0.80837, 1.77483, -2.33968)
H (1.05186, 0.02720, -2.37207)

---

Entry 3:
The following is a quantum chemistry calculation of a 2-piece molecular cluster, C7H11N overall at a distorted geometry, from the OMol25 dataset.

Properties
molar mass: 109.17 g/mol
E_HOMO (spin up / spin down): -6.88 / -6.88 eV
gap between HOMO and LUMO (spin up / spin down): 6.7 / 6.7 eV
LUMO energy (spin up / spin down): -0.128 / -0.128 eV
charge: 0
energy relative to the best compared isomer or geometry (same formula, charge and spin): 156.0 kcal/mol

Positions of all 19 atoms, in Å:
C (-2.29318, -0.05044, 0.10797)
C (1.13581, 0.76752, 1.50251)
C (-0.29696, 0.54469, 1.30887)
N (-0.84557, -0.08738, 0.31943)
H (-0.98837, 0.98545, 2.02035)
H (-2.78874, 0.41531, 0.95771)
H (-2.49163, 0.52705, -0.79718)
H (-2.65832, -1.06882, -0.01623)
H (1.68737, 0.61125, 0.49398)
H (1.30901, 1.77725, 1.87683)
H (1.53373, 0.06704, 2.24281)
C (-0.11191, -0.82099, -0.69665)
C (0.60687, -1.90375, -0.26968)
C (1.03456, 0.76128, -1.47889)
C (1.62426, 1.24244, -2.43086)
H (-0.66943, -0.87517, -1.61858)
H (0.94213, -2.63116, -0.99320)
H (1.08271, -1.92389, 0.69933)
H (2.18768, 1.66232, -3.22852)

---

Entry 4:
The following is a quantum chemistry calculation of a 11-piece molecular cluster, C42H66O33 overall at a distorted geometry, from the OMol25 dataset.

Properties
SMILES: C[C@H]1COC(=O)O1.C[C@H]1COC(=O)O1.C[C@H]1COC(=O)O1.C[C@H]1COC(=O)O1.C[C@H]1COC(=O)O1.C[C@H]1COC(=O)O1.C[C@H]1COC(=O)O1.C[C@H]1COC(=O)O1.C[C@H]1COC(=O)O1.COC(=O)OC.COC(=O)OC
molar mass: 1098.96 g/mol
E_HOMO: -9.69 eV
gap between HOMO and LUMO: 9.5 eV
LUMO energy: -0.172 eV
charge: 0

Positions of all 141 atoms, in Å:
C (2.08269, 5.91594, -2.52777)
C (1.77562, 4.49838, -3.01404)
C (1.18191, 3.50270, -2.02524)
O (0.20295, 2.78148, -2.72718)
C (-0.33525, 3.70432, -3.60233)
O (-1.43403, 3.66177, -4.15606)
O (0.56397, 4.69879, -3.75629)
H (2.10240, 6.67748, -3.30737)
H (3.09364, 5.97521, -2.12426)
H (1.32122, 6.23238, -1.81500)
H (2.51212, 4.10444, -3.71437)
H (0.71435, 3.96870, -1.15782)
H (1.91280, 2.73655, -1.76753)
C (1.00584, 0.92685, 0.51540)
C (-0.35230, 0.65511, -0.16969)
C (-0.42505, -0.49500, -1.16548)
O (-1.62646, -1.04269, -0.80404)
C (-2.04627, -0.69558, 0.36999)
O (-2.90693, -1.26623, 1.00460)
O (-1.23974, 0.29332, 0.86881)
H (1.03040, 1.79011, 1.18077)
H (1.74974, 1.20354, -0.23187)
H (1.31755, 0.07801, 1.12370)
H (-0.80952, 1.51169, -0.66548)
H (0.39337, -1.21296, -1.11056)
H (-0.47669, -0.19725, -2.21285)
C (2.97297, 5.84776, 2.65368)
C (3.89063, 4.77223, 2.01717)
C (3.99380, 3.33248, 2.63325)
O (4.35639, 2.52554, 1.53480)
C (3.87604, 3.07732, 0.40346)
O (3.91176, 2.66586, -0.73357)
O (3.35485, 4.30722, 0.81030)
H (1.94828, 5.65441, 2.33646)
H (3.18454, 6.83828, 2.25060)
H (3.07714, 6.00559, 3.72708)
H (4.89335, 5.13957, 1.79784)
H (3.04432, 2.95504, 3.01298)
H (4.74880, 3.32244, 3.41901)
C (5.91277, -3.69879, -0.90713)
C (4.90805, -2.98679, -0.06568)
C (4.74057, -1.54934, -0.43607)
O (3.38180, -1.53366, -0.23243)
C (2.79172, -2.71873, -0.40693)
O (1.56921, -2.90543, -0.39060)
O (3.71107, -3.63607, -0.43062)
H (6.87109, -3.35020, -0.52139)
H (5.97943, -3.60885, -1.99132)
H (5.74006, -4.76270, -0.74458)
H (5.04597, -3.14704, 1.00364)
H (5.08336, -1.24751, -1.42573)
H (5.10433, -0.90737, 0.36620)
C (-0.20321, -2.41464, -5.19996)
C (1.30848, -2.51371, -5.29657)
C (2.08074, -2.21581, -4.08752)
O (2.61697, -3.45244, -3.63874)
C (2.37652, -4.32606, -4.56207)
O (2.76767, -5.46392, -4.57553)
O (1.58865, -3.82086, -5.52595)
H (-0.38039, -1.34873, -5.05275)
H (-0.58971, -2.72998, -4.23056)
H (-0.74884, -2.80144, -6.06022)
H (1.55987, -1.91173, -6.17004)
H (1.46020, -1.72418, -3.33824)
H (2.96303, -1.60302, -4.27288)
C (-0.72253, 4.24555, 3.28728)
C (-1.59647, 4.84029, 2.28629)
C (-1.00056, 5.18364, 0.92210)
O (-1.67980, 4.43176, -0.02887)
C (-2.67299, 3.67406, 0.61484)
O (-3.51236, 2.89439, 0.14728)
O (-2.57237, 3.91022, 1.95589)
H (-0.43399, 3.26785, 2.90079)
H (-1.30005, 4.03175, 4.18658)
H (0.11959, 4.90712, 3.49046)
H (-2.02164, 5.72253, 2.76537)
H (0.06370, 4.94832, 0.93826)
H (-1.25508, 6.22112, 0.70534)
C (0.90385, 0.74782, 7.63277)
C (-0.56284, 0.51987, 7.12146)
C (-1.46570, 1.76069, 7.17681)
O (-1.63417, 2.08501, 5.77910)
C (-1.11018, 1.15575, 5.00177)
O (-1.26466, 1.03549, 3.77444)
O (-0.52303, 0.19927, 5.74053)
H (0.79294, 1.32173, 8.55291)
H (1.48999, 1.25020, 6.86360)
H (1.23206, -0.23240, 7.97831)
H (-1.06291, -0.29674, 7.64200)
H (-1.14495, 2.66486, 7.69425)
H (-2.36379, 1.51009, 7.74161)
C (-3.66550, 0.79780, -3.34771)
C (-4.49576, -0.45455, -3.81259)
C (-4.16010, -0.66254, -5.25330)
O (-3.50490, -1.85749, -5.29156)
C (-3.53607, -2.49996, -4.12642)
O (-3.17275, -3.57106, -3.84451)
O (-4.00637, -1.61173, -3.20136)
H (-2.60811, 0.72459, -3.60380)
H (-3.63146, 0.82633, -2.25846)
H (-3.80411, 1.81621, -3.71081)
H (-5.56013, -0.34157, -3.60704)
H (-3.44313, 0.06162, -5.64026)
H (-4.99016, -0.73807, -5.95591)
C (-0.33470, -5.87818, -2.16225)
C (-0.98868, -5.61045, -0.77949)
C (-2.12733, -4.60479, -0.82404)
O (-3.08324, -5.20668, 0.01576)
C (-2.82033, -6.51016, 0.31587)
O (-3.51692, -7.34370, 0.90528)
O (-1.56172, -6.77096, -0.20732)
H (0.58854, -6.45539, -2.10978)
H (0.03585, -4.95058, -2.59887)
H (-1.01615, -6.39285, -2.83954)
H (-0.27247, -5.21050, -0.06157)
H (-2.49508, -4.49215, -1.84386)
H (-1.66509, -3.72303, -0.38063)
C (-5.49424, -2.10038, -0.19659)
O (-6.59241, -2.01896, -1.13320)
C (-7.33063, -3.04836, -1.31676)
O (-7.27675, -4.13702, -0.76769)
O (-8.23482, -2.73526, -2.28032)
C (-9.36415, -3.51877, -2.48028)
H (-5.82471, -2.47239, 0.77312)
H (-4.94006, -1.18303, -0.00010)
H (-4.85661, -2.82911, -0.69698)
H (-9.06901, -4.33230, -3.14302)
H (-10.03730, -2.87848, -3.05035)
H (-9.80556, -3.76637, -1.51502)
C (6.00680, 1.21241, 4.37430)
O (4.62876, 1.04001, 4.25423)
C (4.02589, -0.14632, 4.04960)
O (4.52898, -1.26046, 4.14641)
O (2.71746, 0.10096, 3.87533)
C (1.83519, -0.95752, 3.67988)
H (6.53171, 0.91814, 3.46528)
H (6.42030, 0.42806, 5.00904)
H (6.40422, 2.11160, 4.84448)
H (1.34246, -1.38887, 4.55131)
H (2.33880, -1.77565, 3.16487)
H (0.97884, -0.67413, 3.06803)

---

Question: Number 1 is which compound?
Answer: C26H78O13

---

What did the second record say?
The following is a quantum chemistry calculation of a 2-piece molecular cluster, C5H13NO overall at a distorted geometry, from the OMol25 dataset.

Properties
SMILES: CNC=O.CCC
molar mass: 103.16 g/mol
E_HOMO: -9.82 eV
gap between HOMO and LUMO: 10.7 eV
LUMO energy: 0.854 eV
charge: 0
energy relative to the best compared isomer or geometry (same formula, charge and spin): 11.4 kcal/mol

Positions of all 20 atoms, in Å:
C (0.12404, 0.19929, 2.79025)
N (0.42785, -0.70411, 1.70371)
C (1.61153, -0.65197, 1.02204)
O (2.46491, 0.18323, 1.18783)
H (0.08513, -0.33693, 3.73972)
H (-0.83144, 0.69651, 2.61018)
H (0.90173, 0.96047, 2.82084)
H (-0.18577, -1.49170, 1.56411)
H (1.69411, -1.47189, 0.28481)
C (-1.39712, -0.65819, -1.21527)
C (-0.62061, 0.65309, -1.15963)
C (0.29904, 0.81379, -2.36154)
H (-2.02490, -0.69833, -2.10420)
H (-0.70769, -1.50144, -1.22578)
H (-2.04237, -0.75633, -0.34314)
H (-1.32890, 1.48640, -1.13273)
H (-0.06437, 0.71917, -0.17775)
H (-0.26541, 0.75693, -3.29169)
H (0.80837, 1.77483, -2.33968)
H (1.05186, 0.02720, -2.37207)

---

Question: Which of these has the highest molar mass?
Answer: C42H66O33

---

Question: molar mass of number 2 (C5H13NO)?
Answer: 103.16 g/mol